Below is the molecule C20H16N2O5S at a distorted geometry, with properties calculated with wB97M-V/def2-TZVPD.

The highest occupied orbital energy comes out at -8.75 eV. The largest force on an atom comes out at 0.0214 hartree/bohr. The energy above the lowest of the compared OMol25 structures with the same formula, charge and spin is 0.0000 eV. The value obtained for the gap between HOMO and LUMO is 7.61 eV. The value obtained for the LUMO energy is -1.140 eV.

```
! wB97M-V def2-TZVPD RIJCOSX def2/J DEFGRID3
* xyz 0 1
C 2.67563 1.22508 -0.54162
C 2.16657 0.65803 0.74727
C 1.51641 1.45661 1.67929
C 1.02782 0.92479 2.85881
C 1.17212 -0.43269 3.12052
N 0.64047 -1.00471 4.29537
C -0.63334 -1.00479 4.75743
O -0.91148 -1.47279 5.83675
C -1.72952 -0.39782 3.87516
N -1.52645 -0.56088 2.45107
C -1.21808 -1.78376 1.92279
O -1.13830 -2.82066 2.50821
S -0.92742 -1.60086 0.16455
C -1.19363 0.12552 0.23002
C -1.05359 1.06645 -0.72510
C -0.61391 0.95701 -2.09127
C -0.31725 -0.26170 -2.71359
C 0.12887 -0.29708 -4.01739
C 0.29042 0.88685 -4.73521
C 0.76819 0.89244 -6.13645
O 0.93244 1.88772 -6.79659
O 1.00988 -0.33445 -6.62117
C -0.00704 2.10752 -4.12884
C -0.45434 2.14073 -2.82791
C -1.56772 0.52649 1.59719
O -1.85888 1.64215 1.95289
C 1.86506 -1.23249 2.21675
C 2.35044 -0.68850 1.04335
H 2.26748 2.21641 -0.71959
H 3.76251 1.30081 -0.51474
H 2.40636 0.58046 -1.37656
H 1.38264 2.50977 1.48246
H 0.52634 1.55988 3.57277
H 1.26761 -1.58513 4.83911
H -1.81434 0.67787 4.05907
H -2.66440 -0.87873 4.18024
H -1.28401 2.07118 -0.38554
H -0.44217 -1.18445 -2.17016
H 0.35518 -1.23927 -4.49100
H 1.31529 -0.27012 -7.53952
H 0.12096 3.01351 -4.70145
H -0.68394 3.08723 -2.36129
H 1.99560 -2.28331 2.42915
H 2.86780 -1.32148 0.33777
*
```